Entry 1:
Computed, not measured: a molecular structure, C22H39AlBN5O2SSb in a non-equilibrium geometry, with wB97M-V/def2-TZVPD.

Positions of all 72 atoms, in Å:
Al 0.45 -1.18 -0.11
C 1.23 -2.64 4.70
N 2.05 -2.80 3.53
C 2.98 -3.78 3.32
C 3.55 -3.58 2.12
N 2.95 -2.46 1.56
C 2.00 -2.01 2.44
S 1.04 -0.64 2.29
C 3.39 -1.79 0.43
C 4.74 -1.83 0.09
C 5.19 -1.12 -1.00
C 4.27 -0.35 -1.72
C 2.96 -0.35 -1.31
N 2.51 -1.06 -0.28
H 1.68 -3.17 5.53
H 0.23 -3.03 4.52
H 1.15 -1.58 4.95
H 3.17 -4.55 4.04
H 4.27 -4.16 1.59
H 5.42 -2.41 0.69
H 6.23 -1.15 -1.29
H 4.58 0.23 -2.57
H 2.20 0.23 -1.83
B 0.29 -1.91 -4.56
C 0.33 -1.69 -3.08
N 0.36 -1.45 -1.93
H 0.72 -0.90 -5.04
H -0.84 -2.10 -4.85
H 1.00 -2.84 -4.79
O 0.85 -4.40 1.19
N -0.22 -3.91 0.95
O -0.16 -2.67 0.47
C -2.54 0.42 -2.95
C -1.83 1.61 -2.31
C -2.73 2.83 -2.33
C -0.54 1.89 -3.07
Sb -1.21 0.99 -0.22
C -0.18 2.78 0.72
C 1.29 2.59 0.35
C -0.69 4.10 0.19
C -0.35 2.74 2.23
C -3.08 0.36 0.88
C -4.19 1.38 0.73
C -3.47 -0.98 0.26
C -2.72 0.15 2.34
H -2.62 0.58 -4.02
H -3.55 0.31 -2.56
H -1.99 -0.50 -2.79
H -3.04 3.02 -3.36
H -2.21 3.72 -1.98
H -3.62 2.69 -1.74
H -0.77 2.19 -4.09
H 0.08 1.00 -3.11
H 0.03 2.70 -2.61
H 1.44 2.67 -0.72
H 1.66 1.63 0.70
H 1.90 3.37 0.83
H -0.47 4.22 -0.87
H -0.19 4.92 0.71
H -1.76 4.21 0.35
H -0.03 1.78 2.64
H -1.39 2.92 2.50
H 0.25 3.52 2.68
H -4.52 1.46 -0.30
H -3.86 2.37 1.07
H -5.05 1.09 1.34
H -3.80 -0.87 -0.77
H -4.28 -1.43 0.83
H -2.63 -1.67 0.28
H -2.51 1.09 2.84
H -1.86 -0.50 2.44
H -3.56 -0.31 2.86

Highest occupied orbital energy   -11.5322 eV
Electronic energy   -2191.49003 Ha
Charge   +1

***

Entry 2:
Computed, not measured: 3 unconnected molecules or ions with the total composition C22H39BO15P2S2 in a non-equilibrium geometry, with wB97M-V/def2-TZVPD.

Positions of all 81 atoms, in Å:
C 2.28 -2.34 -1.07
C 1.10 -2.36 -0.46
C 0.06 -2.24 0.78
C -0.17 -3.37 1.67
B 0.52 -4.84 1.53
O -0.15 -6.00 2.13
O 1.80 -5.12 0.89
C 1.64 -6.26 -0.04
C 0.51 -6.01 -1.17
C -1.21 -3.07 2.89
O -1.28 -3.87 3.89
C -2.15 -1.73 2.92
C -3.31 -1.67 4.03
C -4.82 -1.59 3.43
C -5.50 -3.05 3.60
S -4.89 -4.29 2.31
O -6.06 -4.99 1.61
O -4.10 -3.57 1.21
O -3.90 -5.46 3.06
C -1.93 -0.64 1.98
C -2.81 0.70 1.91
S -2.72 1.75 3.45
C -2.93 3.51 2.90
C -3.73 3.69 1.50
C -0.69 -0.81 0.94
O -0.29 0.15 0.19
H 3.33 -2.36 -1.57
H -1.11 -6.00 1.91
H 1.44 -7.25 0.52
H 2.65 -6.40 -0.61
H 0.46 -4.91 -1.51
H 0.78 -6.69 -2.08
H -0.56 -6.33 -0.83
H -3.29 -2.58 4.76
H -3.13 -0.74 4.71
H -5.39 -0.79 4.04
H -4.74 -1.32 2.30
H -6.64 -2.93 3.45
H -5.28 -3.47 4.66
H -4.18 -5.53 4.01
H -2.37 1.33 1.04
H -3.92 0.50 1.59
H -1.87 3.95 2.74
H -3.50 4.07 3.74
H -2.96 3.61 0.63
H -4.55 2.91 1.30
H -4.19 4.76 1.51
C 6.81 -4.54 -4.83
O 7.61 -4.06 -3.76
P 7.33 -2.46 -3.19
O 5.82 -2.59 -3.38
O 8.05 -1.86 -4.55
C 9.40 -2.23 -4.80
O 7.13 -0.86 -2.56
C 6.39 0.08 -3.33
H 7.32 -5.40 -5.28
H 5.84 -4.88 -4.45
H 6.67 -3.78 -5.61
H 9.42 -2.98 -5.60
H 9.88 -2.65 -3.91
H 9.96 -1.35 -5.12
H 5.32 -0.13 -3.27
H 6.71 0.08 -4.38
H 6.58 1.07 -2.92
C -2.55 5.88 -1.34
O -1.74 6.34 -0.26
P -1.98 7.94 0.33
O -3.49 7.80 0.13
O -1.26 8.53 -1.03
C 0.08 8.16 -1.28
O -2.21 9.53 0.93
C -2.96 10.46 0.15
H -2.06 5.02 -1.80
H -3.52 5.56 -0.96
H -2.68 6.66 -2.10
H 0.10 7.41 -2.08
H 0.56 7.74 -0.39
H 0.65 9.04 -1.61
H -4.02 10.24 0.22
H -2.64 10.46 -0.89
H -2.78 11.45 0.56

Highest occupied orbital energy   -8.7801 eV
Electronic energy   -3493.69104 Ha
Charge   0

***

Entry 3:
Computed, not measured: 2 unconnected molecules or ions with the total composition C22H39BrN5O2 in a non-equilibrium geometry, with wB97M-V/def2-TZVPD.

Positions of all 69 atoms, in Å:
C 3.23 -4.81 1.39
C 3.24 -3.73 0.81
C 3.09 -2.25 0.28
C 4.53 -1.61 -0.02
C 4.32 -0.60 -1.23
C 5.52 0.47 -1.37
N 5.02 1.87 -1.22
N 3.03 0.16 -1.18
C 1.89 -0.70 -0.99
N 0.66 -0.22 -0.93
C -0.43 -1.27 -0.74
C -1.90 -0.67 -0.94
C -3.00 -1.83 -1.17
C -2.68 -3.17 -0.36
C -4.46 -1.25 -0.94
C -5.47 -1.56 -2.14
C -6.96 -1.74 -1.61
C -7.62 -0.66 -1.00
C -8.33 -0.81 0.40
C -7.66 0.74 -1.75
C 0.36 1.23 -1.01
C -0.03 1.67 0.49
O 0.11 0.91 1.43
Br -0.72 3.46 0.90
N 2.14 -2.14 -0.86
H 3.08 -5.63 2.13
H 2.65 -1.62 1.12
H 4.82 -0.97 0.89
H 5.32 -2.36 -0.28
H 4.37 -1.23 -2.18
H 5.95 0.41 -2.43
H 6.38 0.24 -0.67
H 4.58 2.01 -0.30
H 5.85 2.48 -1.22
H 2.91 0.61 -2.10
H -0.33 -2.11 -1.49
H -0.34 -1.62 0.33
H -2.22 0.04 -0.11
H -1.86 -0.11 -1.93
H -2.92 -2.08 -2.28
H -2.23 -2.92 0.64
H -2.00 -3.85 -0.96
H -3.68 -3.71 -0.22
H -4.35 -0.12 -0.83
H -4.90 -1.64 0.03
H -5.16 -2.44 -2.78
H -5.47 -0.65 -2.82
H -7.54 -2.70 -1.73
H -7.83 -0.14 1.16
H -9.43 -0.52 0.38
H -8.27 -1.91 0.67
H -8.70 1.20 -1.72
H -6.94 1.47 -1.26
H -7.40 0.64 -2.86
H 1.25 1.87 -1.28
H -0.46 1.48 -1.75
H 2.51 -2.54 -1.73
C 4.71 2.42 3.07
C 5.15 3.76 2.55
O 5.84 3.87 1.54
N 4.76 4.87 3.23
C 3.96 4.95 4.43
H 5.10 1.63 2.43
H 5.10 2.26 4.08
H 3.62 2.36 3.08
H 5.10 5.73 2.82
H 3.07 5.55 4.21
H 4.54 5.45 5.20
H 3.65 3.97 4.78

Highest occupied orbital energy   -9.5448 eV
Electronic energy   -3859.49192 Ha
Charge   +1

***

Entry 4:
Computed, not measured: a molecular structure, C22H39Cl2LaN4O3S in a non-equilibrium geometry, with wB97M-V/def2-TZVPD.

Positions of all 72 atoms, in Å:
O -1.85 2.88 -4.24
C -1.31 2.93 -5.31
C -1.81 2.22 -6.53
C -2.91 1.34 -6.40
H -3.35 1.18 -5.41
C -3.42 0.71 -7.53
H -4.27 0.03 -7.42
C -2.85 0.94 -8.79
H -3.25 0.43 -9.67
C -1.75 1.82 -8.92
H -1.31 2.00 -9.90
C -1.24 2.45 -7.79
H -0.40 3.15 -7.85
H -0.39 3.55 -5.50
C 2.06 -1.25 -1.95
C 2.03 -1.03 -0.49
H 2.91 -1.87 -2.26
H 2.12 -0.29 -2.50
H 1.13 -1.76 -2.29
C 2.87 -1.23 0.49
C 4.21 -1.93 0.40
H 2.65 -0.90 1.52
H 4.40 -2.27 -0.63
H 4.25 -2.79 1.07
H 5.02 -1.26 0.70
La -0.35 0.04 -0.44
Cl -1.67 -2.22 -0.92
Cl 0.09 1.83 -2.38
H -4.57 1.43 -1.38
H -5.82 -0.32 -0.06
C -3.62 0.96 -1.11
C -4.86 -0.79 0.16
N -3.80 0.21 0.14
H -2.85 1.75 -1.00
C -2.97 0.33 1.18
O -1.96 1.10 1.16
H -4.89 -1.23 1.17
H -3.17 -0.34 2.03
H -3.32 0.27 -1.92
H -4.66 -1.58 -0.57
H 2.38 3.78 3.53
H 0.71 5.54 2.37
C 2.57 3.42 2.51
C 1.00 5.06 1.43
N 1.41 3.68 1.66
H 2.75 2.34 2.52
C 0.78 2.69 1.02
O 1.11 1.48 1.11
H 0.14 5.05 0.75
H -0.07 2.99 0.38
H 3.45 3.96 2.14
H 1.81 5.65 0.98
C -0.60 -3.13 5.60
C 0.27 -3.99 4.71
N 0.66 -3.36 3.41
C 0.87 -2.01 3.33
S -0.07 -1.10 2.31
N 1.75 -1.43 4.17
C 2.72 -2.11 5.07
C 3.66 -3.06 4.37
H -0.13 -2.18 5.85
H -0.77 -3.69 6.53
H -1.58 -2.97 5.14
H 1.17 -4.34 5.23
H -0.28 -4.89 4.40
H 0.02 -3.64 2.65
H 1.94 -0.46 3.92
H 3.29 -1.28 5.52
H 2.19 -2.59 5.90
H 4.32 -2.51 3.68
H 4.31 -3.53 5.12
H 3.11 -3.84 3.84

Highest occupied orbital energy   -5.8624 eV
Energy relative to the best compared isomer or geometry (same formula, charge and spin)   0.0 kJ/mol
Electronic energy   -2656.69509 Ha
Charge   0